54
Properties=species:S:1:pos:R:3:mulliken_charge:R:1 method="wB97M-V/def2-TZVPD" total_charge=-2 e_tot_ev=-89554.06176 relative_energy_kcal_mol=7.41 spin_multiplicity=1 lumo_energy_ev=3.9 homo_lumo_gap_ha=0.1748
Pd -0.1649 0.4653 2.3291 0.0156
S 0.2201 -0.8315 4.9627 -0.4582
C -0.8727 -1.8426 4.1207 0.2104
C -1.6379 -2.8325 4.7882 -0.7895
C -2.4846 -3.6454 4.0735 -0.0570
C -2.5710 -3.4994 2.6881 -0.7853
C -1.8092 -2.5065 2.1000 -0.4272
N -1.0046 -1.6903 2.7757 0.3578
H -1.5336 -2.9178 5.8605 0.3537
H -3.0758 -4.4012 4.5821 0.3300
H -3.2140 -4.1311 2.0888 0.3882
H -1.8416 -2.3375 1.0280 0.1478
I -1.5811 4.9169 -0.3931 -0.0642
C -1.5270 3.5264 1.1999 0.0475
C -2.7025 2.8758 1.5986 -0.2967
C -2.6137 2.0097 2.6557 -0.5965
C -1.3759 1.8377 3.3403 -0.1912
N -0.2404 2.5022 2.9372 -0.6097
C -0.3389 3.2824 1.8335 -0.2306
H -3.6290 3.0165 1.0604 0.3156
H -3.4802 1.4488 2.9831 0.3772
H -1.3828 1.5003 4.3713 0.5542
H 0.5798 3.7577 1.5036 0.3333
C 3.0601 1.1701 3.0118 -1.2790
Sb 2.1432 -0.0768 1.4990 0.7471
C 3.0283 -1.8985 2.2490 -1.3098
C 3.6607 0.3207 0.0018 -1.3393
H 4.1356 0.9969 3.1130 0.4328
H 2.5464 0.9335 3.9424 0.2418
H 2.8736 2.2189 2.7785 0.3381
H 4.1094 -1.7822 2.3471 0.3823
H 2.8075 -2.7333 1.5825 0.3561
H 2.5789 -2.0867 3.2244 0.3255
H 4.6564 0.2000 0.4333 0.3616
H 3.5489 1.3393 -0.3714 0.3705
H 3.5401 -0.3718 -0.8324 0.3354
S 1.9345 -2.3111 -3.8596 -0.4606
C 0.7087 -1.4456 -3.1240 0.0866
S 0.3743 -1.5893 -1.4298 -0.1006
C -0.8756 -0.2598 -1.5237 0.1082
N -0.9431 0.1761 -2.7469 -0.8781
N -0.0982 -0.4751 -3.6309 0.5817
C -0.1791 0.0074 -4.9597 0.3098
C 0.0957 -0.7728 -6.0828 -0.4400
C -0.0318 -0.2276 -7.3517 -0.5651
C -0.4385 1.0855 -7.5279 -0.3760
C -0.7381 1.8528 -6.4107 -0.5546
C -0.6171 1.3230 -5.1382 -0.3421
S -1.7266 0.2554 -0.1903 -0.1166
H 0.4040 -1.7954 -5.9602 0.2889
H 0.1851 -0.8489 -8.2128 0.3324
H -0.5278 1.5061 -8.5228 0.3502
H -1.0746 2.8756 -6.5301 0.3358
H -0.8593 1.9099 -4.2648 0.5521